Formula: C43H88F2IN6O2S2
Source: the OMol25 dataset
Level of theory: ωB97M-V with the def2-TZVPD basis set

Computed properties:
M = 950.251 g mol⁻¹
Total charge = +1
HOMO = -10.33 eV
Orbital gap = 6.80 eV

Each atom is followed by the atoms it is bonded to, with distances in Å.
Geometry (Å):
1 C -5.08 -1.61 4.63  C2 1.640, H39 1.149, H40 1.155, H41 1.157
2 C -5.45 -0.11 4.08  C1 1.640, C3 1.603, H42 1.162, H43 1.141
3 C -4.99 0.15 2.57  C2 1.603, F4 1.455, C5 1.611, H44 1.160
4 F -3.66 -0.44 2.49  C3 1.455
5 C -6.02 -0.31 1.42  C3 1.611, C6 1.637, C18 1.610, N34 1.497
6 C -5.11 -1.14 0.35  C5 1.637, C7 1.613, H45 1.164, H46 1.161
7 C -4.15 -0.20 -0.54  C6 1.613, C8 1.614, H47 1.159, H48 1.161
8 C -2.58 -0.55 -0.42  C7 1.614, S9 1.852, H49 1.161, H50 1.159
9 S -1.81 -1.20 -1.97  C8 1.852, C10 1.863
10 C -2.48 -2.93 -2.13  S9 1.863, S11 1.704, N12 1.466
11 S -2.55 -3.83 -0.69  C10 1.704
12 N -2.92 -3.54 -3.40  C10 1.466, C13 1.492, C17 1.493
13 C -2.65 -2.67 -4.58  N12 1.492, C14 1.612, H51 1.161, H52 1.159
14 C -1.12 -2.67 -5.09  C13 1.612, O15 1.448, H53 1.160, H54 1.160
15 O -0.19 -3.40 -4.25  C14 1.448, C16 1.448
16 C -0.67 -4.73 -3.92  O15 1.448, C17 1.610, H55 1.160, H56 1.145
17 C -2.25 -4.84 -3.68  N12 1.493, C16 1.610, H57 1.158, H58 1.153
18 C -7.13 -1.38 1.89  C5 1.610, N19 1.492, H59 1.160, H60 1.161
19 N -8.24 -0.88 2.75  C18 1.492, C20 1.530, C24 1.490, H61 1.047
20 C -9.48 -1.70 2.39  N19 1.530, C21 1.616, H62 1.144, H63 1.147
21 C -9.29 -3.27 2.72  C20 1.616, O22 1.248, F23 1.428
22 O -9.36 -3.65 3.90  C21 1.248
23 F -9.06 -4.18 1.64  C21 1.428
24 C -8.63 0.55 2.66  N19 1.490, C25 1.608, H64 1.160, H65 1.157
25 C -7.70 1.52 1.77  C24 1.608, C26 1.636, N34 1.499, H66 1.163
26 C -7.04 2.75 2.62  C25 1.636, C27 1.614, H67 1.140, H68 1.163
27 C -6.48 3.94 1.68  C26 1.614, C28 1.607, H69 1.160, H70 1.145
28 C -4.88 4.07 1.64  C27 1.607, C29 1.635, H71 1.160, H72 1.143
29 C -4.36 5.57 2.03  C28 1.635, N30 1.521, H73 1.143, H74 1.143
30 N -2.85 5.43 2.13  C29 1.521, C31 1.482, H75 1.029
31 C -2.32 6.14 3.32  N30 1.482, N32 1.321, N33 1.500
32 N -1.98 5.49 4.42  C31 1.321, H76 1.040
33 N -2.12 7.62 3.20  C31 1.500, H77 1.040, H78 1.043
34 N -6.77 0.84 0.81  C5 1.497, C25 1.499, C35 1.486
35 C -7.62 0.49 -0.35  N34 1.486, C36 1.643, H79 1.142, H80 1.166
36 C -7.54 1.57 -1.59  C35 1.643, C37 1.602, I38 2.213, H81 1.160
37 C -6.16 2.38 -1.65  C36 1.602, H82 1.161, H83 1.153, H84 1.137
38 I -9.33 2.86 -1.69  C36 2.213
39 H -4.73 -2.31 3.79  C1 1.149
40 H -4.32 -1.56 5.50  C1 1.155
41 H -6.04 -2.06 5.08  C1 1.157
42 H -4.77 0.58 4.73  C2 1.162
43 H -6.52 0.21 4.34  C2 1.141
44 H -4.78 1.27 2.37  C3 1.160
45 H -5.76 -1.71 -0.42  C6 1.164
46 H -4.55 -2.03 0.86  C6 1.161
47 H -4.49 -0.14 -1.64  C7 1.159
48 H -4.29 0.88 -0.12  C7 1.161
49 H -2.04 0.45 -0.19  C8 1.161
50 H -2.34 -1.22 0.49  C8 1.159
51 H -3.28 -3.11 -5.45  C13 1.161
52 H -3.04 -1.59 -4.46  C13 1.159
53 H -1.03 -2.99 -6.20  C14 1.160
54 H -0.77 -1.57 -5.07  C14 1.160
55 H -0.16 -5.01 -2.92  C16 1.160
56 H -0.36 -5.55 -4.66  C16 1.145
57 H -2.50 -5.63 -2.87  C17 1.158
58 H -2.72 -5.26 -4.65  C17 1.153
59 H -7.62 -1.91 0.98  C18 1.160
60 H -6.56 -2.24 2.44  C18 1.161
61 H -8.03 -1.18 3.74  N19 1.047
62 H -10.32 -1.33 3.08  C20 1.144
63 H -9.76 -1.52 1.29  C20 1.147
64 H -8.66 0.99 3.73  C24 1.160
65 H -9.73 0.62 2.29  C24 1.157
66 H -8.45 2.13 1.12  C25 1.163
67 H -6.30 2.40 3.42  C26 1.140
68 H -7.94 3.20 3.20  C26 1.163
69 H -6.88 4.94 2.12  C27 1.160
70 H -6.99 3.82 0.66  C27 1.145
71 H -4.38 3.38 2.43  C28 1.160
72 H -4.40 3.83 0.63  C28 1.143
73 H -4.73 5.86 3.07  C29 1.143
74 H -4.63 6.31 1.21  C29 1.143
75 H -2.39 5.73 1.26  N30 1.029
76 H -2.16 4.47 4.30  N32 1.040
77 H -2.16 7.80 2.17  N33 1.040
78 H -1.12 7.75 3.44  N33 1.043
79 H -7.42 -0.52 -0.86  C35 1.142
80 H -8.76 0.43 -0.12  C35 1.166
81 H -7.59 0.97 -2.58  C36 1.160
82 H -6.39 3.37 -2.21  C37 1.161
83 H -5.43 1.81 -2.34  C37 1.153
84 H -5.71 2.69 -0.65  C37 1.137
85 C 2.24 -1.35 -1.79  C86 1.522, H91 1.093, H92 1.093, H93 1.093
86 C 2.25 -1.84 -0.35  C85 1.522, C87 1.530, H94 1.095, H95 1.095
87 C 1.54 -0.89 0.62  C86 1.530, C88 1.532, H96 1.096, H97 1.097
88 C 2.17 0.51 0.74  C87 1.532, C89 1.530, H98 1.097, H99 1.095
89 C 3.64 0.54 1.17  C88 1.530, C90 1.522, H100 1.095, H101 1.095
90 C 3.88 -0.05 2.55  C89 1.522, H102 1.094, H103 1.094, H104 1.093
91 H 2.79 -0.41 -1.90  C85 1.093
92 H 2.71 -2.09 -2.44  C85 1.093
93 H 1.21 -1.19 -2.14  C85 1.093
94 H 3.28 -2.02 -0.03  C86 1.095
95 H 1.74 -2.81 -0.30  C86 1.095
96 H 1.51 -1.36 1.61  C87 1.096
97 H 0.50 -0.77 0.31  C87 1.097
98 H 1.58 1.09 1.47  C88 1.097
99 H 2.07 1.03 -0.21  C88 1.095
100 H 3.97 1.58 1.17  C89 1.095
101 H 4.26 0.02 0.43  C89 1.095
102 H 3.29 0.47 3.31  C90 1.094
103 H 4.93 0.04 2.82  C90 1.094
104 H 3.62 -1.12 2.59  C90 1.093
105 C 7.43 -1.94 3.84  C106 1.523, H111 1.092, H112 1.093, H113 1.094
106 C 7.86 -1.05 2.68  C105 1.523, C107 1.529, H114 1.094, H115 1.096
107 C 7.32 -1.51 1.33  C106 1.529, C108 1.532, H116 1.096, H117 1.096
108 C 7.79 -2.89 0.86  C107 1.532, C109 1.530, H118 1.097, H119 1.095
109 C 9.31 -3.06 0.76  C108 1.530, C110 1.522, H120 1.095, H121 1.095
110 C 9.96 -2.13 -0.26  C109 1.522, H122 1.094, H123 1.093, H124 1.093
111 H 7.83 -2.96 3.73  C105 1.092
112 H 7.80 -1.54 4.78  C105 1.093
113 H 6.34 -2.01 3.90  C105 1.094
114 H 8.95 -0.98 2.66  C106 1.094
115 H 7.49 -0.03 2.88  C106 1.096
116 H 7.59 -0.76 0.57  C107 1.096
117 H 6.22 -1.51 1.36  C107 1.096
118 H 7.35 -3.09 -0.12  C108 1.097
119 H 7.40 -3.65 1.54  C108 1.095
120 H 9.52 -4.09 0.47  C109 1.095
121 H 9.78 -2.91 1.74  C109 1.095
122 H 9.53 -2.27 -1.25  C110 1.094
123 H 11.03 -2.33 -0.32  C110 1.093
124 H 9.83 -1.08 0.02  C110 1.093
125 C 10.81 0.84 -6.77  C126 1.523, H131 1.093, H132 1.093, H133 1.093
126 C 11.21 1.75 -5.62  C125 1.523, C127 1.530, H134 1.095, H135 1.095
127 C 11.42 1.00 -4.30  C126 1.530, C128 1.532, H136 1.096, H137 1.096
128 C 10.19 0.28 -3.75  C127 1.532, C129 1.530, H138 1.096, H139 1.095
129 C 8.97 1.16 -3.50  C128 1.530, C130 1.522, H140 1.096, H141 1.095
130 C 9.21 2.25 -2.45  C129 1.522, H142 1.094, H143 1.094, H144 1.093
131 H 9.85 0.36 -6.59  C125 1.093
132 H 10.72 1.43 -7.69  C125 1.093
133 H 11.57 0.07 -6.94  C125 1.093
134 H 10.45 2.53 -5.49  C126 1.095
135 H 12.14 2.26 -5.88  C126 1.095
136 H 11.80 1.70 -3.55  C127 1.096
137 H 12.22 0.26 -4.44  C127 1.096
138 H 10.47 -0.21 -2.81  C128 1.096
139 H 9.90 -0.53 -4.43  C128 1.095
140 H 8.14 0.53 -3.15  C129 1.096
141 H 8.63 1.62 -4.43  C129 1.095
142 H 9.52 1.81 -1.50  C130 1.094
143 H 8.29 2.81 -2.28  C130 1.094
144 H 9.98 2.95 -2.78  C130 1.093

Here are the Mulliken charges for atoms 1 to 4, given in e: C -1.05; C -0.50; C 1.03; F -0.42


Formula: C43H89N2O20
Source: the OMol25 dataset
Level of theory: ωB97M-V with the def2-TZVPD basis set

Computed properties:
M = 954.179 g mol⁻¹
Total charge = +1
HOMO = -11.08 eV
Orbital gap = 8.41 eV

Each atom is followed by the atoms it is bonded to, with distances in Å.
Geometry (Å):
1 C 3.03 1.32 3.63  C2 1.532, H24 1.091, H25 1.091, H26 1.092
2 C 3.76 0.63 2.47  C1 1.532, C3 1.533, H27 1.092, H28 1.093
3 C 3.54 -0.89 2.39  C2 1.533, N4 1.473, H29 1.091, H30 1.096
4 N 2.56 -1.32 1.38  C3 1.473, C5 1.453, H31 1.011
5 C 1.17 -1.44 1.77  N4 1.453, C6 1.533, C19 1.547, O23 1.414
6 C 0.88 -2.34 2.97  C5 1.533, C7 1.532, H32 1.091, H33 1.089
7 C 1.41 -3.77 2.86  C6 1.532, C8 1.535, H34 1.094, H35 1.093
8 C 0.46 -4.83 2.27  C7 1.535, C9 1.536, H36 1.097, H37 1.092
9 C -0.87 -5.00 3.02  C8 1.536, C10 1.533, H38 1.093, H39 1.095
10 C -2.04 -4.20 2.45  C9 1.533, C11 1.541, H40 1.097, H41 1.095
11 C -3.42 -4.68 2.94  C10 1.541, C12 1.530, H42 1.093, H43 1.094
12 C -4.26 -3.55 3.53  C11 1.530, C13 1.531, H44 1.095, H45 1.098
13 C -5.76 -3.84 3.63  C12 1.531, C14 1.537, H46 1.092, H47 1.095
14 C -6.60 -2.55 3.69  C13 1.537, C15 1.531, H48 1.094, H49 1.090
15 C -7.13 -2.12 2.32  C14 1.531, C16 1.542, H50 1.095, H51 1.093
16 C -8.27 -1.08 2.39  C15 1.542, O17 1.416, H52 1.095, H53 1.094
17 O -8.38 -0.48 3.66  C16 1.416, C18 1.411
18 C -8.23 0.92 3.71  O17 1.411, H54 1.090, H55 1.096, H56 1.094
19 C 0.40 -1.98 0.54  C5 1.547, N20 1.509, H57 1.088, H58 1.089
20 N -0.13 -0.87 -0.34  C19 1.509, C21 1.490, H59 1.020, H60 1.025
21 C 0.66 0.39 -0.23  N20 1.490, C22 1.515, H61 1.087, H62 1.091
22 C 0.66 0.87 1.20  C21 1.515, O23 1.416, H63 1.093, H64 1.093
23 O 0.65 -0.18 2.15  C5 1.414, C22 1.416
24 H 3.64 1.29 4.54  C1 1.091
25 H 2.08 0.83 3.86  C1 1.091
26 H 2.85 2.37 3.42  C1 1.092
27 H 4.83 0.79 2.60  C2 1.092
28 H 3.51 1.08 1.51  C2 1.093
29 H 4.48 -1.36 2.11  C3 1.091
30 H 3.30 -1.28 3.38  C3 1.096
31 H 2.87 -2.19 0.95  N4 1.011
32 H 1.31 -1.85 3.84  C6 1.091
33 H -0.20 -2.33 3.14  C6 1.089
34 H 2.35 -3.79 2.30  C7 1.094
35 H 1.66 -4.11 3.87  C7 1.093
36 H 0.25 -4.63 1.21  C8 1.097
37 H 1.01 -5.78 2.28  C8 1.092
38 H -1.15 -6.06 2.98  C9 1.093
39 H -0.72 -4.77 4.08  C9 1.095
40 H -2.00 -4.26 1.36  C10 1.097
41 H -1.95 -3.14 2.71  C10 1.095
42 H -3.98 -5.13 2.11  C11 1.093
43 H -3.28 -5.46 3.69  C11 1.094
44 H -3.88 -3.30 4.53  C12 1.095
45 H -4.12 -2.64 2.93  C12 1.098
46 H -5.96 -4.44 4.51  C13 1.092
47 H -6.05 -4.43 2.75  C13 1.095
48 H -5.98 -1.75 4.09  C14 1.094
49 H -7.44 -2.66 4.38  C14 1.090
50 H -6.30 -1.70 1.73  C15 1.095
51 H -7.48 -3.00 1.78  C15 1.093
52 H -8.12 -0.31 1.62  C16 1.095
53 H -9.22 -1.57 2.16  C16 1.094
54 H -8.91 1.31 4.47  C18 1.090
55 H -7.21 1.20 4.00  C18 1.096
56 H -8.47 1.39 2.76  C18 1.094
57 H -0.46 -2.57 0.85  C19 1.088
58 H 1.03 -2.61 -0.09  C19 1.089
59 H -1.11 -0.68 -0.14  N20 1.020
60 H -0.08 -1.18 -1.32  N20 1.025
61 H 1.66 0.19 -0.61  C21 1.087
62 H 0.19 1.13 -0.88  C21 1.091
63 H -0.24 1.46 1.39  C22 1.093
64 H 1.50 1.55 1.34  C22 1.093
65 C -4.78 5.78 2.25  C66 1.511, H72 1.090, H73 1.090, H74 1.089
66 C -4.78 4.29 2.02  C65 1.511, O67 1.446, H75 1.088, H76 1.089
67 O -3.43 3.75 2.00  C66 1.446, C68 1.332
68 C -2.88 3.58 3.20  O67 1.332, O69 1.201, O70 1.339
69 O -3.39 3.77 4.26  C68 1.201
70 O -1.63 3.12 3.01  C68 1.339, C71 1.435
71 C -0.89 2.92 4.22  O70 1.435, H77 1.088, H78 1.089, H79 1.087
72 H -4.16 6.28 1.51  C65 1.090
73 H -5.80 6.16 2.17  C65 1.090
74 H -4.40 6.02 3.25  C65 1.089
75 H -5.18 4.04 1.04  C66 1.088
76 H -5.35 3.76 2.79  C66 1.089
77 H -1.44 2.30 4.92  C71 1.088
78 H -0.64 3.87 4.68  C71 1.089
79 H 0.03 2.41 3.92  C71 1.087
80 C 2.46 -0.26 -6.94  C81 1.510, H87 1.090, H88 1.090, H89 1.089
81 C 3.05 -0.26 -5.54  C80 1.510, O82 1.456, H90 1.088, H91 1.089
82 O 2.03 -0.53 -4.54  C81 1.456, C83 1.323
83 C 1.68 -1.80 -4.40  O82 1.323, O84 1.197, O85 1.361
84 O 2.13 -2.74 -4.99  C83 1.197
85 O 0.73 -1.89 -3.44  C83 1.361, C86 1.439
86 C 0.23 -3.23 -3.27  O85 1.439, H92 1.087, H93 1.088, H94 1.090
87 H 1.63 0.45 -7.02  C80 1.090
88 H 3.23 0.04 -7.65  C80 1.090
89 H 2.11 -1.25 -7.21  C80 1.089
90 H 3.42 0.73 -5.27  C81 1.088
91 H 3.84 -0.99 -5.43  C81 1.089
92 H 1.05 -3.92 -3.10  C86 1.087
93 H -0.32 -3.54 -4.15  C86 1.088
94 H -0.44 -3.20 -2.41  C86 1.090
95 C -3.84 5.10 -4.13  C96 1.510, H102 1.090, H103 1.090, H104 1.089
96 C -2.40 5.46 -3.86  C95 1.510, O97 1.449, H105 1.087, H106 1.089
97 O -1.72 4.41 -3.12  C96 1.449, C98 1.322
98 C -1.34 3.37 -3.84  O97 1.322, O99 1.203, O100 1.345
99 O -1.45 3.21 -5.02  C98 1.203
100 O -0.74 2.48 -3.02  C98 1.345, C101 1.432
101 C -0.34 1.28 -3.69  O100 1.432, H107 1.086, H108 1.090, H109 1.085
102 H -4.36 4.87 -3.20  C95 1.090
103 H -4.34 5.95 -4.60  C95 1.090
104 H -3.92 4.24 -4.80  C95 1.089
105 H -2.32 6.33 -3.22  C96 1.087
106 H -1.85 5.65 -4.78  C96 1.089
107 H 0.24 1.51 -4.58  C101 1.086
108 H -1.21 0.69 -3.97  C101 1.090
109 H 0.28 0.73 -2.99  C101 1.085
110 C 2.53 0.69 -12.59  C111 1.511, H117 1.090, H118 1.090, H119 1.089
111 C 1.15 0.24 -12.16  C110 1.511, O112 1.444, H120 1.088, H121 1.089
112 O 0.91 0.53 -10.76  C111 1.444, C113 1.331
113 C 0.58 1.80 -10.50  O112 1.331, O114 1.203, O115 1.336
114 O 0.44 2.68 -11.31  C113 1.203
115 O 0.42 1.92 -9.18  C113 1.336, C116 1.433
116 C 0.09 3.24 -8.74  O115 1.433, H122 1.088, H123 1.089, H124 1.087
117 H 3.29 0.26 -11.95  C110 1.090
118 H 2.71 0.37 -13.62  C110 1.090
119 H 2.61 1.78 -12.55  C110 1.089
120 H 1.05 -0.84 -12.22  C111 1.088
121 H 0.37 0.70 -12.76  C111 1.089
122 H -0.78 3.63 -9.28  C116 1.088
123 H 0.93 3.91 -8.89  C116 1.089
124 H -0.14 3.15 -7.68  C116 1.087
125 C 3.94 -5.01 0.17  C126 1.515, H132 1.091, H133 1.094, H134 1.089
126 C 5.36 -4.50 0.22  C125 1.515, O127 1.432, H135 1.090, H136 1.090
127 O 6.25 -5.47 0.80  C126 1.432, C128 1.340
128 C 6.61 -6.46 -0.03  O127 1.340, O129 1.204, O130 1.325
129 O 6.27 -6.57 -1.18  C128 1.204
130 O 7.41 -7.28 0.64  C128 1.325, C131 1.436
131 C 7.87 -8.41 -0.12  O130 1.436, H137 1.087, H138 1.088, H139 1.085
132 H 3.61 -5.33 1.16  C125 1.091
133 H 3.27 -4.22 -0.19  C125 1.094
134 H 3.85 -5.85 -0.51  C125 1.089
135 H 5.45 -3.63 0.88  C126 1.090
136 H 5.72 -4.22 -0.77  C126 1.090
137 H 8.33 -8.08 -1.05  C131 1.087
138 H 7.04 -9.08 -0.34  C131 1.088
139 H 8.60 -8.90 0.51  C131 1.085
140 C 3.42 6.81 8.88  C141 1.511, H147 1.090, H148 1.090, H149 1.089
141 C 3.38 5.38 8.40  C140 1.511, O142 1.446, H150 1.088, H151 1.089
142 O 2.54 5.22 7.24  C141 1.446, C143 1.328
143 C 3.08 5.59 6.09  O142 1.328, O144 1.203, O145 1.339
144 O 4.21 6.00 5.92  C143 1.203
145 O 2.17 5.43 5.12  C143 1.339, C146 1.431
146 C 2.61 5.84 3.82  O145 1.431, H152 1.088, H153 1.089, H154 1.087
147 H 2.41 7.18 9.06  C140 1.090
148 H 3.98 6.88 9.81  C140 1.090
149 H 3.90 7.45 8.14  C140 1.089
150 H 2.93 4.72 9.14  C141 1.088
151 H 4.38 5.01 8.17  C141 1.089
152 H 3.56 5.37 3.57  C146 1.088
153 H 2.73 6.92 3.78  C146 1.089
154 H 1.83 5.53 3.14  C146 1.087

Here are the Mulliken charges for atoms 1 to 4, given in e: C -0.88; C -0.75; C -0.32; N -0.04


Which of these has the lowest orbital gap?
C43H88F2IN6O2S2